C34H44N3O7S2 | wB97M-V/def2-TZVPD

```
90
Properties=species:S:1:pos:R:3
C -1.32142 1.49043 2.77624
C -0.23048 1.91462 3.83704
C 0.73369 3.08911 3.32376
C 1.97790 2.35446 2.62844
N 1.56175 1.83518 1.31489
C 2.56865 0.93117 0.70071
C 2.59435 -0.43632 1.50460
C 3.24974 -1.56031 0.60075
C 2.11474 -2.44163 -0.05543
C 1.29391 -1.71985 -1.16597
C 2.03867 -1.37575 -2.44358
C 3.53688 -1.66324 -2.67237
O 4.31658 -0.74271 -2.49134
O 4.06050 -2.89717 -3.10834
C 5.43513 -3.02336 -2.84410
C 5.87819 -3.76456 -1.63184
C 7.33034 -3.87724 -1.41572
N 8.33357 -3.34730 -2.18298
C 7.89041 -2.67233 -3.29329
C 6.49942 -2.46266 -3.72439
C 1.27491 -0.71175 -3.56190
C -0.11250 -0.40011 -3.33636
O -0.82795 0.22916 -4.38296
N -0.77527 -0.69385 -2.11698
C -0.12696 -1.36039 -1.03253
C -0.93252 -1.64689 0.26766
C -2.31756 -2.36492 0.05059
C -2.86918 -2.87088 1.46739
O -3.30498 -1.58413 -0.64212
C -3.54292 -0.31066 -0.02090
C -5.08400 0.00684 -0.02453
C -5.80151 0.19678 1.25744
C -7.26232 0.45379 1.28144
C -8.05383 0.53015 0.03115
C -7.33987 0.38632 -1.26160
C -5.89051 0.13091 -1.26209
C 1.32103 2.87007 0.34696
S 1.91732 4.40944 0.36727
S 0.24986 2.40235 -1.10002
C -1.33642 3.31998 -0.89649
C -1.46614 4.56123 -1.89322
C -1.30318 3.98277 -3.38031
H -2.03261 2.34552 2.59443
H -0.86802 1.20643 1.77934
H -1.88133 0.57630 3.13529
H 0.35345 0.97602 4.08889
H -0.76104 2.19998 4.79636
H 1.12892 3.66470 4.20810
H 0.16794 3.75263 2.61826
H 2.89894 3.02126 2.59130
H 2.25356 1.52548 3.34907
H 3.61297 1.35763 0.68410
H 2.28687 0.67952 -0.36456
H 1.57028 -0.75478 1.83607
H 3.26456 -0.31779 2.41021
H 3.82140 -2.24907 1.30156
H 4.01467 -1.15036 -0.11046
H 1.50724 -2.88110 0.77713
H 2.63493 -3.32227 -0.55562
H 5.08078 -4.20925 -0.98729
H 7.65219 -4.46957 -0.51162
H 8.68571 -2.22230 -3.95412
H 6.25609 -1.88795 -4.64884
H 1.79862 -0.46008 -4.51381
H -1.04203 -0.52030 -4.97804
H -1.75180 -0.38878 -2.07965
H -0.32880 -2.31788 0.95001
H -1.01209 -0.66499 0.83509
H -2.12354 -3.31340 -0.53876
H -2.14785 -3.60238 1.91845
H -2.91472 -1.98491 2.17585
H -3.91910 -3.27626 1.36995
H -3.05655 0.50706 -0.64952
H -3.12371 -0.20119 1.01355
H -5.28255 0.15202 2.25060
H -7.81715 0.58299 2.24373
H -9.16597 0.69115 0.01510
H -7.93245 0.45098 -2.21367
H -5.33827 0.01826 -2.23296
H -1.51510 3.63185 0.16824
H -2.18989 2.62030 -1.16216
H -0.59509 5.23540 -1.65223
H -2.43798 5.10812 -1.76522
H -0.20968 3.85448 -3.63474
H -1.87696 3.01660 -3.44609
H -1.71921 4.75637 -4.08701
C -0.50516 -0.73090 6.27774
O 0.69724 -0.82508 5.96328
O -1.48111 -0.88136 5.47677
O -0.93462 -0.46586 7.44294
```

Output
* total energy: -2808.9703 Eh
* total charge: -1
* gap between HOMO and LUMO: 1.7 eV

Atom charges from the Mulliken analysis, given in e for atoms 1 to 5: C -0.02; C -0.43; C -0.57; C -1.14; N 0.77

---

C9H19NO2 | wB97M-V/def2-TZVPD

```
31
Properties=species:S:1:pos:R:3
C 3.84719 0.48078 0.46244
C 3.31297 -0.79758 -0.20848
C 1.79078 -0.76148 -0.29938
N 1.25041 -1.81235 -1.17988
C -0.01575 -2.31856 -0.73984
O -1.05405 -1.31372 -0.79575
C -1.61074 -0.94912 0.39255
O -2.06655 -1.76337 1.15937
C -1.67436 0.54306 0.59051
C -1.77289 0.91007 2.08060
C -2.84751 1.10198 -0.26805
C -2.35578 2.01911 -1.39234
H 4.74719 0.29364 1.04779
H 3.09603 0.86498 1.16420
H 4.02118 1.27293 -0.26779
H 3.60702 -1.65806 0.40074
H 3.74841 -0.91853 -1.20251
H 1.47852 0.23806 -0.63241
H 1.38324 -0.89117 0.71129
H 1.05860 -1.36971 -2.07479
H -0.31322 -3.13650 -1.39714
H 0.07009 -2.70136 0.28055
H -0.75766 0.97898 0.18336
H -1.20555 1.82830 2.26222
H -2.80553 1.08770 2.38217
H -1.34437 0.13081 2.71160
H -3.41898 0.28479 -0.71676
H -3.52911 1.65440 0.38441
H -1.77815 1.43060 -2.11310
H -3.18145 2.48787 -1.92895
H -1.67997 2.78342 -0.99663
```

Output
* total energy: -559.5531 Eh
* total charge: 0
* structure (SMILES): CCCNCOC(=O)[C@H](C)CC
* relative energy (zero: lowest compared OMol25 entry of this formula, charge and spin): 23.99 kcal/mol
* gap between HOMO and LUMO: 10.5 eV

Atom charges from the natural (NBO) analysis, given in e for atoms 1 to 5: C -0.61; C -0.40; C -0.22; N -0.62; C 0.08

---

C4H11NO3 | wB97M-V/def2-TZVPD

```
19
Properties=species:S:1:pos:R:3
C -1.56734 0.78567 1.89580
C -0.39776 -0.00641 1.55984
O 0.19601 -0.29973 2.64449
N 0.14009 -0.12320 0.32335
C -0.48116 0.24163 -0.94034
C -0.86361 -1.00668 -1.64523
O 0.11846 -1.46970 -2.52624
H -2.31472 0.13659 2.58546
H -1.19661 1.37084 2.75790
H -2.02537 1.29534 1.09103
H 1.00687 -0.79816 0.16074
H -1.20786 0.94810 -0.90948
H 0.24480 0.86978 -1.55454
H -1.91567 -0.90268 -2.15382
H -0.91729 -1.95758 -0.95484
H 0.42315 -0.60140 -2.94605
O 2.53757 1.41595 -0.63535
H 1.67591 0.99228 -0.55186
H 2.28904 2.25189 -0.87155
```

Output
* total energy: -439.4050 Eh
* total charge: 0
* structure (SMILES): CC(=O)NCCO.O
* relative energy (zero: lowest compared OMol25 entry of this formula, charge and spin): 75.91 kcal/mol
* gap between HOMO and LUMO: 10.0 eV

Atom charges from the natural (NBO) analysis, given in e for atoms 1 to 5: C -0.73; C 0.65; O -0.64; N -0.63; C -0.26

---

C4H15NO2 | wB97M-V/def2-TZVPD

```
22
Properties=species:S:1:pos:R:3
C 2.08176 1.67822 0.76088
C 1.27083 0.39538 0.91835
N -0.18444 0.67626 0.77085
C -0.93506 -0.59763 0.91597
C -2.42592 -0.32458 1.17796
H 3.14074 1.45680 0.91027
H 1.82538 2.39356 1.54318
H 1.93958 2.06053 -0.24744
H 1.56250 -0.33307 0.15713
H 1.51775 -0.07963 1.87720
H -0.34210 1.16660 1.65462
H -0.49690 -1.11535 1.77140
H -0.93041 -1.14857 -0.01747
H -2.53570 0.15327 2.15700
H -2.79469 0.41200 0.46464
H -2.96412 -1.26457 1.11943
O 0.61811 -2.17700 -1.73963
H 0.41373 -1.25295 -1.89018
H 1.01619 -2.57147 -2.52488
O -0.37039 0.45838 -2.15793
H -1.10409 0.96319 -2.51584
H -0.14213 0.92491 -1.32964
```

Output
* total energy: -366.6239 Eh
* total charge: 0
* structure (SMILES): CCNCC.O.O
* relative energy (zero: lowest compared OMol25 entry of this formula, charge and spin): 17.11 kcal/mol
* gap between HOMO and LUMO: 10.5 eV

Atom charges from the natural (NBO) analysis, given in e for atoms 1 to 5: C -0.61; C -0.23; N -0.64; C -0.23; C -0.61

---

C49H41Br3N8O16 | wB97M-V/def2-TZVPD

```
117
Properties=species:S:1:pos:R:3
C 5.09243 0.34768 -9.02697
C 3.81877 0.09943 -9.56484
C 2.93067 -0.77352 -8.97818
C 3.27515 -1.36315 -7.80963
C 4.56312 -1.23842 -7.32613
C 5.38758 -0.28618 -7.83128
N 2.36976 -2.24166 -7.05699
O 1.28975 -2.52122 -7.57959
O 2.74479 -2.66135 -5.95138
H 5.69624 1.09081 -9.41702
H 3.57458 0.52650 -10.50845
H 1.96940 -0.91513 -9.44337
H 4.77474 -1.80186 -6.41936
H 6.30292 0.01315 -7.37364
C -0.87338 2.68875 6.69134
C -1.12629 1.89599 7.75684
C -0.12381 1.23847 8.43306
C 1.18225 1.55557 7.97123
C 1.47092 2.24170 6.85111
C 0.43598 2.87128 6.22403
N 2.28351 1.00463 8.74229
O 2.07745 0.20078 9.62950
O 3.38109 1.56998 8.54496
H -1.68919 3.27267 6.34170
H -2.14067 1.84032 8.10208
H -0.29012 0.55427 9.22362
H 2.43140 2.46755 6.43197
H 0.60736 3.58852 5.54029
C -0.36259 -5.09815 5.10508
C 0.88553 -5.29467 5.61074
C 1.99944 -4.95790 4.84776
C 1.79043 -4.40946 3.60826
C 0.51011 -4.15427 3.10708
C -0.57747 -4.55887 3.84113
N 2.96130 -4.33335 2.68317
O 2.66962 -4.40166 1.45492
O 4.04337 -4.17618 3.17989
H -1.15549 -5.46072 5.75432
H 1.01809 -5.84370 6.52817
H 3.04961 -5.03676 5.17032
H 0.37787 -3.78869 2.11953
H -1.57924 -4.42822 3.40611
C -6.99449 2.52994 -3.71576
C -6.94945 1.24217 -4.21267
C -5.73632 0.63490 -4.38012
C -4.57762 1.37332 -4.09064
C -4.60304 2.68644 -3.70514
C -5.81136 3.22923 -3.46212
N -3.31476 0.67666 -4.39535
O -2.35127 1.39833 -4.59745
O -3.30191 -0.54456 -4.34759
H -7.96343 2.98379 -3.47921
H -7.83987 0.66333 -4.41517
H -5.69007 -0.36390 -4.74850
H -3.62939 3.17935 -3.62057
H -5.90945 4.29397 -3.20361
C 1.08132 -0.01777 4.68169
C 2.35053 0.36378 4.22265
C 3.50419 -0.24525 4.66650
C 3.31582 -1.34721 5.55007
C 2.05729 -1.84317 5.91653
C 0.92287 -1.14163 5.44880
N 4.52414 -2.10992 5.96770
O 5.61020 -1.62646 5.64242
O 4.35253 -3.13321 6.60014
H 0.14543 0.51256 4.37713
H 2.46202 1.20712 3.57486
H 4.50831 -0.03058 4.39001
H 2.09593 -2.74076 6.52257
H -0.08634 -1.43529 5.81167
C -0.09327 3.22148 -8.49200
C 0.75953 2.69445 -7.55864
C 1.55635 3.56854 -6.75277
C 1.36443 4.91496 -6.86177
C 0.39768 5.41091 -7.71111
C -0.30993 4.60245 -8.52158
N 2.23574 5.87270 -6.16251
O 2.95390 5.40352 -5.27529
O 2.24884 7.05184 -6.48152
H -0.54044 2.45815 -9.15099
H 0.93986 1.63303 -7.39980
H 2.25678 3.16184 -6.05903
H 0.38247 6.50558 -7.80155
H -1.04516 5.06884 -9.14261
C -1.86639 0.31076 3.01191
C -2.23530 -0.97969 3.25297
C -3.41634 -1.21487 3.96529
C -4.26608 -0.16607 4.41659
C -3.93295 1.09687 4.04422
C -2.70556 1.36306 3.41260
N -5.54583 -0.40331 5.17707
O -6.06625 -1.51287 5.06676
O -5.90418 0.44104 5.95018
H -1.01235 0.50436 2.39524
H -1.71234 -1.82273 2.84935
H -3.70447 -2.20429 4.14966
H -4.55665 1.95651 4.33913
H -2.64783 2.45917 3.09479
C 1.59550 -1.96382 -3.04604
C 1.68414 -2.78347 -1.93448
C 1.43328 -2.27492 -0.68435
C 1.26437 -0.89504 -0.54008
C 1.17152 -0.09580 -1.60711
C 1.34561 -0.63167 -2.87541
N 1.03301 -0.30699 0.74442
O 0.85052 0.87850 0.89761
O 0.90412 -1.09687 1.68361
H 1.68184 -2.44172 -3.99890
H 1.98533 -3.77935 -2.05922
H 1.39542 -2.82606 0.25247
H 1.03106 0.98271 -1.56247
H 1.24955 0.02770 -3.68377
C -4.26098 -0.70831 0.34250
Br -5.07321 -2.55779 0.34996
Br -5.52550 0.56591 -0.24132
Br -2.66569 -0.72073 -0.73010
H -3.85290 -0.48665 1.32552
```

Output
* total energy: -11254.9184 Eh
* total charge: 0
* relative energy (zero: lowest compared OMol25 entry of this formula, charge and spin): 0.00 kcal/mol
* gap between HOMO and LUMO: 8.6 eV

Atom charges from the Mulliken analysis, given in e for atoms 1 to 5: C -0.66; C -0.36; C -0.37; C 0.21; C -0.43

---

C31H46F7N2O26 | wB97M-V/def2-TZVPD

```
112
Properties=species:S:1:pos:R:3
C -6.87635 0.23066 -1.42624
N -6.97909 1.77680 -1.55003
C -8.42653 2.06548 -1.97022
C -6.76157 2.38540 -0.13541
C -5.96086 2.26741 -2.62121
C -4.46767 1.93456 -2.42769
O -4.13083 0.55909 -2.44192
H -5.88190 -0.00339 -1.04624
H -6.94711 -0.20314 -2.42369
H -7.72190 -0.11083 -0.82914
H -8.54587 1.53182 -2.91312
H -8.53318 3.13032 -2.17720
H -9.13447 1.63687 -1.26084
H -7.33531 1.93983 0.67724
H -7.15151 3.40286 -0.16416
H -5.69979 2.37735 0.11084
H -6.08395 3.34697 -2.70778
H -6.35108 1.80912 -3.52995
H -4.13374 2.43434 -1.51840
H -3.81245 2.45376 -3.12714
H -3.19351 0.41133 -2.29631
C 0.70017 0.04873 -0.68781
O 0.51451 1.15878 -0.20727
O 0.52794 -0.14779 -1.89845
O 0.97731 -0.79251 0.14426
C 2.36267 3.32523 6.41319
C 2.41947 2.64338 5.06694
C 3.26001 1.35996 5.23311
O 4.60939 1.57471 5.67946
C 5.47354 0.45545 5.58780
N 1.12313 2.38866 4.53671
H 3.35170 3.35151 6.87061
H 1.71535 2.81986 7.12990
H 1.92507 4.31840 6.31206
H 3.00516 3.34986 4.47877
H 3.22436 0.76091 4.32318
H 2.79107 0.67175 5.93636
H 5.58760 0.03449 4.58886
H 5.23910 -0.41384 6.20219
H 6.44563 0.77096 5.96674
H 1.20283 2.01734 3.60083
H 0.65178 3.25585 4.32244
C -3.29111 -0.23119 3.16657
C -2.42769 -1.31467 3.88847
O -3.05669 -2.48928 3.56339
C -4.34734 -2.23809 3.23497
O -5.12335 -3.16255 2.98463
O -4.59449 -0.88497 3.23981
F -2.56329 -1.09648 5.22824
H -2.99611 -0.16204 2.11953
H -3.26911 0.76058 3.61825
H -1.37136 -1.32635 3.61992
C -0.91637 -4.74638 -2.39284
C -2.23562 -4.73188 -1.68969
O -2.30580 -6.01413 -1.12173
C -1.55196 -6.85042 -1.88451
O -1.55798 -8.07757 -1.90866
O -0.78139 -6.10687 -2.74865
F -3.33165 -4.50682 -2.42361
H -0.17322 -4.47952 -1.64143
H -1.01091 -4.06682 -3.23981
H -2.19138 -4.05714 -0.83479
C -0.46181 6.20355 -1.41244
C -0.44846 6.37744 0.04813
O -1.86656 6.51673 0.33866
C -2.52771 6.66269 -0.80454
O -3.70065 6.95225 -0.83985
O -1.70543 6.80437 -1.82895
F 0.22957 7.47698 0.24220
H -0.35276 5.12602 -1.53553
H 0.46983 6.56082 -1.85119
H 0.02518 5.60182 0.64994
C 4.95108 -3.58878 -1.76332
C 4.24666 -3.96636 -3.08584
O 4.17002 -5.33047 -3.00942
C 5.03698 -5.80148 -2.08969
O 5.32569 -6.95048 -2.05385
O 5.50195 -4.84285 -1.36531
F 5.03831 -3.68488 -4.13500
H 4.32857 -3.06186 -1.04017
H 5.70562 -2.82604 -1.95573
H 3.27001 -3.48245 -3.09299
C 2.37035 0.91717 -6.31051
C 1.11611 1.70299 -6.42094
O 0.95514 1.94410 -7.74392
C 2.04614 1.47970 -8.41686
O 2.18951 1.21196 -9.57292
O 2.92280 1.13488 -7.53484
F 1.32558 2.89246 -5.80738
H 2.06172 -0.11573 -6.14938
H 3.03302 1.13823 -5.47379
H 0.29580 1.19264 -5.91622
C 5.20507 2.05248 0.41137
C 5.00509 2.76552 -0.89020
O 6.19980 2.51414 -1.57807
C 7.16964 2.20445 -0.67097
O 8.35138 2.30022 -0.90752
O 6.59036 1.97454 0.50619
F 4.80797 4.01346 -0.62169
H 4.85845 1.02188 0.48773
H 4.84933 2.65274 1.24877
H 4.20704 2.33431 -1.49458
C 0.40663 -5.90292 3.63591
C 1.69330 -5.11520 3.66020
O 2.40130 -5.96871 2.70718
C 1.95277 -7.27723 2.93798
O 2.45444 -8.35189 2.64324
O 0.93178 -7.21421 3.71299
F 2.16314 -5.17989 4.94825
H -0.20491 -5.85087 2.73512
H -0.17843 -5.68738 4.52997
H 1.70096 -4.07643 3.33006
```

Output
* total energy: -3973.5059 Eh
* total charge: -1
* gap between HOMO and LUMO: 1.8 eV

Atom charges from the Mulliken analysis, given in e for atoms 1 to 5: C -0.96; N -0.01; C -0.90; C -0.85; C -0.46

---

C16H19FN2O3S | wB97M-V/def2-TZVPD

```
42
Properties=species:S:1:pos:R:3
C -5.98928 -1.30792 0.77722
O -5.09425 -0.45483 1.46127
C -4.08555 0.14951 0.79423
C -3.24129 0.94823 1.57359
C -2.17024 1.62114 1.03070
C -1.88763 1.52744 -0.32756
C -0.71918 2.23599 -0.92980
S 0.83615 1.94519 -0.01502
C 0.96689 0.20066 -0.14254
N 0.04821 -0.39383 -0.83940
C 0.04109 -1.74691 -0.86238
O -0.92177 -2.31026 -1.59932
C 0.93506 -2.49264 -0.15378
C 1.95022 -1.85542 0.61931
O 2.76455 -2.39924 1.33535
N 1.95494 -0.42847 0.51253
C 3.01512 0.28082 1.20082
C 4.26656 0.52745 0.33728
C 3.99928 1.48578 -0.81992
C 4.85730 -0.77900 -0.18702
C -2.71469 0.74728 -1.11761
C -3.79002 0.07445 -0.56701
F -4.53886 -0.66871 -1.42541
H -6.67884 -1.66889 1.53852
H -5.47119 -2.15753 0.32575
H -6.54897 -0.77183 0.00671
H -3.46118 1.01451 2.62693
H -1.53608 2.21948 1.66762
H -0.83920 3.31986 -0.88369
H -0.55236 1.92692 -1.95981
H -1.47771 -1.61035 -1.97115
H 0.88461 -3.56693 -0.14475
H 3.29642 -0.34788 2.05060
H 2.62003 1.23380 1.56333
H 4.99575 0.99352 1.00928
H 4.92229 1.67137 -1.36424
H 3.61385 2.43616 -0.45908
H 3.27965 1.05950 -1.51591
H 4.19916 -1.22800 -0.92848
H 4.99369 -1.49392 0.61929
H 5.81983 -0.59088 -0.65710
H -2.54241 0.65441 -2.17935
```

Output
* total energy: -1454.3973 Eh
* total charge: 0
* structure (SMILES): COc1ccc(CSc2nc(O)cc(=O)n2CC(C)C)cc1F
* gap between HOMO and LUMO: 9.0 eV

Atom charges from the natural (NBO) analysis, given in e for atoms 1 to 5: C -0.25; O -0.48; C 0.22; C -0.23; C -0.20